{
  "formula": "C2H4N4O",
  "method": "the ωB97M-V functional and the def2-TZVPD basis",
  "species": ["C", "O", "C", "N", "N", "N", "N", "H", "H", "H", "H"],
  "coordinates": [[1.7417, 0.1730, 0.0643], [0.8538, -1.1754, -0.0416], [-0.4747, -0.7867, -0.1971], [-1.5728, -1.4524, -0.0179], [-2.6320, -0.4875, 0.0469], [-2.0250, 0.6501, 0.1052], [-0.7877, 0.5436, -0.3065], [1.0962, 0.7042, 1.0840], [1.6488, 0.6112, -0.9440], [2.7014, -0.2621, 0.3510], [-0.5497, 1.4820, -0.1442]],
  "nbo_charge": [-0.266, -0.502, 0.593, -0.343, -0.044, -0.075, -0.451, 0.210, 0.209, 0.223, 0.444],
  "multiplicity": 1,
  "e_homo_ev": -10.071,
  "homo_lumo_gap_ev": 10.40,
  "fmax_ha_per_bohr": 0.10350,
  "smiles": "COc1nnn[nH]1",
  "relative_energy_ev": 4.9003,
  "lumo_ha": 0.012,
  "e_tot_ev": -10142.234
}

=====

{
  "formula": "C2H8NO2P",
  "method": "the ωB97M-V functional and the def2-TZVPD basis",
  "species": ["C", "C", "N", "P", "O", "O", "H", "H", "H", "H", "H", "H", "H", "H"],
  "coordinates": [[-1.8049, 0.3162, -0.1252], [-0.2975, 0.0728, -0.2363], [0.5932, 1.1899, 0.3255], [0.3858, -1.5303, 0.6138], [0.4085, -2.6260, -0.3679], [1.9694, -0.9390, 0.3807], [-1.9858, 0.0644, 0.9583], [-2.2661, -0.3696, -0.6842], [-1.9731, 1.2621, -0.5164], [0.0539, 0.2169, -1.3491], [0.9908, 1.9261, -0.2101], [1.5522, 0.4998, 0.4007], [0.1403, 1.4416, 1.1895], [2.2334, -1.5248, -0.3792]],
  "nbo_charge": [-0.636, -0.377, -0.782, 1.329, -1.158, -1.042, 0.212, 0.234, 0.208, 0.186, 0.414, 0.482, 0.413, 0.518],
  "multiplicity": 1,
  "e_homo_ev": -7.531,
  "homo_lumo_gap_ev": 7.79,
  "fmax_ha_per_bohr": 0.10448,
  "smiles": "C[C@@H]([NH3+])P([O-])O",
  "relative_energy_ev": 3.0406,
  "lumo_ha": 0.010,
  "e_tot_ev": -17076.349
}

=====

{
  "formula": "C11H20Cl2ORh",
  "method": "the ωB97M-V functional and the def2-TZVPD basis",
  "species": ["Rh", "Cl", "Cl", "C", "H", "H", "C", "C", "H", "C", "H", "C", "H", "H", "C", "H", "H", "C", "H", "H", "H", "H", "C", "C", "C", "O", "C", "H", "H", "H", "H", "H", "H", "H", "H"],
  "coordinates": [[-1.0392, 1.3978, -0.3409], [-1.8228, 3.5136, -0.6830], [0.3773, 1.2934, 1.4408], [2.7082, -1.6721, -1.6646], [3.3187, -0.7720, -1.8121], [2.8895, -2.3424, -0.8195], [-2.0359, 0.1149, -1.1674], [1.8431, -2.0491, -2.5880], [-2.5293, -0.6718, -0.5989], [1.0927, -1.0787, -3.5357], [1.5347, -3.1002, -2.6419], [0.7322, 0.3160, -2.9442], [1.7449, -0.9042, -4.4139], [0.1495, -1.5059, -3.9189], [-0.6712, 0.8508, -3.2938], [0.9871, 0.3545, -1.8728], [1.4370, 1.0320, -3.4066], [-1.8795, 0.1340, -2.6406], [-0.7122, 1.9125, -2.9963], [-0.8108, 0.7868, -4.3847], [-2.7768, 0.6788, -2.9768], [-1.9394, -0.9042, -2.9297], [-1.6889, -1.6750, 2.9512], [-0.4284, -2.5442, 3.0006], [0.2372, -2.3041, 1.6246], [-0.7392, -1.8071, 0.6951], [-1.9004, -1.3994, 1.4624], [-2.5687, -2.1078, 3.4327], [-1.4669, -0.7115, 3.4072], [-0.7186, -3.5992, 3.0733], [0.2415, -2.2917, 3.8268], [1.0401, -1.5489, 1.7273], [0.6811, -3.2313, 1.2185], [-2.7830, -1.9477, 1.0826], [-2.0897, -0.3083, 1.3273]],
  "mulliken_spin": [2.717, 0.208, 0.174, -0.004, 0.000, 0.000, 0.797, 0.007, 0.015, -0.002, 0.000, 0.102, -0.001, -0.004, -0.095, -0.052, 0.005, 0.017, -0.018, -0.009, 0.086, 0.053, 0.000, 0.001, 0.003, -0.002, 0.008, 0.000, 0.002, 0.000, 0.000, 0.002, 0.002, 0.005, -0.018],
  "multiplicity": 5,
  "charge": -1,
  "e_homo_ev": [-2.414, -4.791],
  "homo_lumo_gap_ev": [5.73, 7.90],
  "fmax_ha_per_bohr": 0.07824,
  "relative_energy_ev": 1.3468,
  "lumo_ha": [0.122, 0.114],
  "e_tot_ev": -41828.876,
  "s_squared": 6.009
}

=====

{
  "formula": "C4H8O2",
  "method": "the ωB97M-V functional and the def2-TZVPD basis",
  "species": ["C", "C", "O", "C", "C", "O", "H", "H", "H", "H", "H", "H", "H", "H"],
  "coordinates": [[1.9852, 0.3075, -0.3378], [0.9275, -0.6912, 0.0305], [0.2508, -0.3304, 1.2614], [-1.0108, -0.3849, 0.7264], [-1.5861, 0.6770, 0.1681], [-2.7192, 0.5726, -0.6051], [1.4694, 1.2115, -0.6765], [2.5683, -0.0892, -1.1739], [2.6537, 0.5663, 0.4847], [1.3018, -1.7316, 0.1464], [0.0201, -0.4366, -0.6583], [-1.3569, -1.4021, 0.5130], [-1.1449, 1.6729, 0.2223], [-3.3588, 0.0580, -0.1013]],
  "nbo_charge": [-0.631, -0.104, -0.534, 0.042, 0.044, -0.698, 0.205, 0.215, 0.218, 0.185, 0.218, 0.174, 0.184, 0.481],
  "multiplicity": 1,
  "e_homo_ev": -8.727,
  "homo_lumo_gap_ev": 9.67,
  "fmax_ha_per_bohr": 0.06758,
  "smiles": "CCO/C=C/O",
  "relative_energy_ev": 3.4768,
  "lumo_ha": 0.035,
  "e_tot_ev": -8369.805
}

=====

{
  "formula": "C10H12N3O2",
  "method": "the ωB97M-V functional and the def2-TZVPD basis",
  "species": ["C", "C", "C", "C", "C", "C", "C", "C", "C", "C", "N", "N", "N", "O", "O", "H", "H", "H", "H", "H", "H", "H", "H", "H", "H", "H", "H"],
  "coordinates": [[3.0830, 0.0755, -0.2660], [2.3280, 0.4970, -1.3007], [2.6988, -1.0584, 0.4139], [1.2357, -0.3231, -1.8335], [1.5898, -1.7998, 0.0924], [0.7356, -1.3759, -0.9506], [-1.8831, 1.6528, 2.0605], [-2.1417, 2.4964, 0.9595], [-0.3995, -2.0835, -1.3551], [-0.9576, 0.6385, -0.1764], [-1.0575, -1.5311, -2.3323], [-0.8235, 0.9597, -1.4161], [-1.7997, 1.1712, 0.6604], [-2.1949, -2.1148, -2.7992], [0.1549, 0.6476, -2.2747], [4.0731, 0.5493, -0.2346], [2.6793, 1.4796, -1.7729], [3.2618, -1.2760, 1.3078], [1.6010, -0.5520, -2.7711], [1.0672, -2.5372, 0.7784], [-0.9060, 1.5834, 2.6491], [-2.6225, 1.1698, 2.6391], [-3.0969, 2.8160, 0.7180], [-1.2825, 3.2316, 0.7145], [-0.8093, -2.9462, -0.7038], [-0.5105, -0.3009, 0.1477], [-2.4810, -2.7420, -2.1058]],
  "nbo_charge": [-0.283, -0.022, -0.034, -0.105, -0.251, 0.114, -0.192, -0.214, -0.113, 0.222, 0.050, -0.106, -0.394, -0.432, -0.270, 0.259, 0.263, 0.245, 0.310, 0.246, 0.213, 0.222, 0.228, 0.208, 0.206, 0.170, 0.459],
  "multiplicity": 1,
  "charge": 1,
  "e_homo_ev": [-11.807, -11.808],
  "homo_lumo_gap_ev": [5.63, 5.63],
  "fmax_ha_per_bohr": 0.09974,
  "relative_energy_ev": 7.4709,
  "lumo_ha": [-0.227, -0.227],
  "e_tot_ev": -19113.714
}

=====

Copy entry 4 word for word.
{
  "formula": "C4H8O2",
  "method": "the ωB97M-V functional and the def2-TZVPD basis",
  "species": ["C", "C", "O", "C", "C", "O", "H", "H", "H", "H", "H", "H", "H", "H"],
  "coordinates": [[1.9852, 0.3075, -0.3378], [0.9275, -0.6912, 0.0305], [0.2508, -0.3304, 1.2614], [-1.0108, -0.3849, 0.7264], [-1.5861, 0.6770, 0.1681], [-2.7192, 0.5726, -0.6051], [1.4694, 1.2115, -0.6765], [2.5683, -0.0892, -1.1739], [2.6537, 0.5663, 0.4847], [1.3018, -1.7316, 0.1464], [0.0201, -0.4366, -0.6583], [-1.3569, -1.4021, 0.5130], [-1.1449, 1.6729, 0.2223], [-3.3588, 0.0580, -0.1013]],
  "nbo_charge": [-0.631, -0.104, -0.534, 0.042, 0.044, -0.698, 0.205, 0.215, 0.218, 0.185, 0.218, 0.174, 0.184, 0.481],
  "multiplicity": 1,
  "e_homo_ev": -8.727,
  "homo_lumo_gap_ev": 9.67,
  "fmax_ha_per_bohr": 0.06758,
  "smiles": "CCO/C=C/O",
  "relative_energy_ev": 3.4768,
  "lumo_ha": 0.035,
  "e_tot_ev": -8369.805
}